[1]
{"formula": "C16H23GaN6O7", "method": "ωB97M-V/def2-TZVPD", "gap_ev": 7.68, "charge": 2, "e_homo_ev": -15.8, "de_lowest_kcal_mol": 0.3, "species": ["Ga", "O", "C", "C", "C", "N", "C", "C", "C", "O", "O", "C", "O", "O", "H", "H", "H", "O", "N", "C", "C", "C", "C", "N", "C", "N", "N", "N", "H", "H", "H", "H", "H", "H", "H", "H", "H", "H", "C", "C", "O", "C", "C", "H", "H", "H", "H", "H", "H", "H", "H", "H", "H"], "xyz": [[-0.89110, -0.64025, 0.77526], [-1.17150, 5.09615, 2.39054], [-1.03064, 3.83607, 2.02202], [0.22402, 3.25505, 1.72799], [0.23241, 1.93484, 1.36762], [-0.89378, 1.23185, 1.30358], [-2.09331, 1.76698, 1.52594], [-2.20940, 3.07900, 1.90415], [-3.22556, 0.77958, 1.23933], [-4.36614, 1.07154, 1.43760], [-2.77384, -0.37879, 0.77624], [1.39781, 1.08168, 0.92518], [2.53996, 1.56266, 0.92118], [1.10074, -0.10643, 0.55933], [-0.33435, 5.57709, 2.44322], [1.14132, 3.82731, 1.76938], [-3.17705, 3.52611, 2.08653], [4.47106, 0.00619, 0.37487], [3.63879, 0.36177, -0.20409], [-1.63492, -5.85520, -2.96612], [-2.75905, -4.86297, -3.24193], [-3.72111, -4.75298, -2.06330], [-2.22589, -3.49370, -3.67034], [-1.49921, -2.81646, -2.58030], [-1.95931, -2.03843, -1.61880], [-0.92665, -1.72991, -0.84953], [0.16904, -2.34234, -1.36604], [-0.17469, -2.99149, -2.39926], [-2.05012, -6.83474, -2.73288], [-1.02688, -5.54662, -2.11198], [-0.97404, -5.96646, -3.82586], [-3.32313, -5.20959, -4.11213], [-3.19296, -4.48797, -1.14084], [-4.20380, -5.71187, -1.88143], [-4.51034, -4.01847, -2.23978], [-3.03275, -2.82223, -3.96077], [-1.51590, -3.56923, -4.49120], [-2.97687, -1.70824, -1.48370], [-2.56393, -3.37951, 2.03923], [-1.06303, -3.30092, 2.14409], [-0.56672, -1.90821, 2.17571], [-0.05218, -1.44374, 3.47090], [-1.15820, -1.18320, 4.46020], [-2.84929, -4.43167, 2.08232], [-2.93739, -2.96380, 1.10421], [-3.05776, -2.86106, 2.85902], [-0.55754, -3.76259, 1.29634], [-0.68794, -3.76088, 3.05605], [0.51614, -0.54287, 3.24019], [0.64871, -2.20497, 3.81014], [-0.72052, -0.80444, 5.38430], [-1.70488, -2.09257, 4.70590], [-1.86359, -0.43847, 4.08792]], "nbo_charge": [1.978, -0.590, 0.411, -0.257, 0.120, -0.645, 0.150, -0.228, 0.751, -0.502, -0.879, 0.787, -0.556, -0.754, 0.510, 0.263, 0.289, 0.071, 0.652, -0.614, -0.232, -0.618, -0.215, -0.145, 0.255, -0.527, -0.010, 0.019, 0.238, 0.196, 0.229, 0.239, 0.183, 0.249, 0.217, 0.234, 0.252, 0.285, -0.647, -0.056, -0.664, -0.045, -0.650, 0.254, 0.219, 0.238, 0.208, 0.217, 0.193, 0.217, 0.256, 0.233, 0.221]}

---

[2]
{"formula": "C16H23I2N3O5PPtSTe", "method": "ωB97M-V/def2-TZVPD", "gap_ev": [6.29, 2.23], "charge": 3, "s_squared": 6.021, "multiplicity": 5, "e_homo_ev": [-15.4, -15.3], "species": ["Pt", "C", "C", "O", "P", "O", "Te", "O", "C", "C", "H", "H", "H", "H", "H", "H", "H", "H", "H", "H", "I", "I", "N", "C", "C", "O", "O", "H", "H", "H", "H", "H", "S", "C", "C", "C", "N", "C", "C", "C", "C", "C", "N", "C", "C", "H", "H", "H", "H", "H", "H", "H", "H"], "xyz": [[0.63418, -0.29655, -1.46140], [-0.19757, -6.40560, -1.12582], [-0.64026, -5.47531, -2.22610], [-0.60344, -4.13015, -1.71087], [-0.65791, -2.69217, -2.40750], [-0.99239, -1.66218, -1.30334], [1.27115, -1.72329, -3.51578], [-1.88023, -2.90333, -3.35541], [-2.47052, -1.89177, -4.25930], [-2.89059, -0.64570, -3.57842], [-0.06838, -7.45529, -1.47849], [-0.97368, -6.44798, -0.35846], [0.68788, -5.97097, -0.66165], [-1.61205, -5.71328, -2.67643], [0.11589, -5.44184, -3.04589], [-3.27110, -2.56821, -4.65341], [-1.65466, -1.75497, -4.97337], [-2.59044, -0.66684, -2.51097], [-3.95586, -0.60986, -3.67333], [-2.43132, 0.24693, -4.01494], [-0.95446, 2.43063, -2.65662], [0.79752, 4.69739, -3.62864], [5.09355, 2.13547, -2.60502], [3.90962, 2.31387, -1.72654], [2.88595, 1.33178, -2.25143], [1.96931, 1.15175, -1.36829], [3.04574, 0.76932, -3.36454], [5.91392, 1.84731, -2.01387], [5.21624, 3.04940, -3.05910], [4.76063, 1.40672, -3.25928], [3.46012, 3.27907, -1.95161], [4.02591, 2.27248, -0.65168], [0.54714, 1.59729, 4.70793], [0.38864, 1.12495, 3.06901], [0.51788, -0.23765, 2.84130], [0.59154, -0.67930, 1.52462], [0.34646, 0.19845, 0.48520], [0.12672, 1.48902, 0.78118], [0.19884, 2.02330, 2.05368], [-0.91162, 2.23052, 5.31723], [-2.06476, 1.57673, 5.71936], [-3.06642, 2.33976, 6.30360], [-3.08703, 3.64927, 6.39570], [-2.00459, 4.26839, 5.97539], [-0.88878, 3.62541, 5.46010], [0.49240, -0.96374, 3.65722], [0.87929, -1.72808, 1.32867], [-0.00325, 2.11450, -0.16095], [0.10355, 3.05754, 2.30785], [-2.20198, 0.49038, 5.69020], [-3.93841, 1.79170, 6.77253], [-1.95105, 5.33989, 6.03848], [-0.01731, 4.21481, 5.25917]], "lowdin_spin": [0.328, 0.000, 0.000, 0.010, 0.047, 0.008, 0.771, 0.012, 0.011, 0.011, 0.000, 0.000, 0.000, 0.000, 0.000, 0.001, 0.011, 0.003, 0.000, 0.009, 1.190, 1.420, 0.000, 0.000, 0.002, 0.018, 0.002, 0.000, 0.000, 0.000, 0.001, 0.000, 0.070, 0.009, 0.003, 0.004, 0.010, 0.008, 0.007, 0.011, 0.003, 0.000, 0.004, 0.001, 0.008, 0.000, 0.001, 0.006, 0.000, 0.000, 0.000, 0.000, 0.001]}

---

[3]
{"formula": "C16H23MoN2O4", "method": "ωB97M-V/def2-TZVPD", "gap_ev": [8.25, 8.35], "charge": 1, "s_squared": 2.018, "multiplicity": 3, "e_homo_ev": [-11.7, -12.5], "de_lowest_kcal_mol": 0.0, "species": ["Mo", "O", "C", "O", "C", "C", "C", "C", "C", "C", "H", "H", "H", "H", "H", "C", "N", "C", "C", "N", "H", "H", "H", "H", "H", "H", "C", "C", "C", "C", "O", "H", "H", "H", "H", "H", "H", "H", "H", "H", "C", "C", "O", "H", "H", "H"], "xyz": [[0.73860, -0.57296, -1.22389], [3.78927, 1.43428, 0.21814], [2.64686, 1.44064, -0.12447], [2.20953, 0.64093, -1.14032], [1.56226, 2.21839, 0.55425], [0.33605, 2.47727, -0.05475], [-0.65360, 3.15876, 0.63931], [-0.41896, 3.58726, 1.93819], [0.81398, 3.35598, 2.53686], [1.80568, 2.67832, 1.84483], [0.16944, 2.21042, -1.09307], [-1.59827, 3.37835, 0.15861], [-1.18818, 4.12538, 2.47613], [1.00477, 3.71800, 3.53882], [2.77916, 2.50195, 2.28415], [0.61310, -2.97251, 3.64435], [0.75009, -1.58388, 3.18405], [1.07607, -0.53811, 4.16477], [0.79077, -1.31490, 1.92351], [0.80404, -1.05793, 0.79265], [-0.13323, -3.00291, 4.43549], [1.56823, -3.33379, 4.02425], [0.28511, -3.59820, 2.81893], [0.33784, -0.57301, 4.96358], [1.04038, 0.43520, 3.68099], [2.07169, -0.70855, 4.57381], [-2.31006, 1.48169, -3.00580], [-2.04789, 0.05248, -2.56668], [-2.39548, -0.95290, -3.64977], [-2.73419, -0.27215, -1.25008], [-0.61197, -0.04825, -2.33879], [-3.36747, 1.60886, -3.23950], [-1.73027, 1.72329, -3.89578], [-2.04772, 2.18400, -2.21246], [-3.46262, -0.90777, -3.86925], [-2.15185, -1.96483, -3.32532], [-1.84822, -0.73148, -4.56579], [-3.81524, -0.18778, -1.36302], [-2.42024, 0.42680, -0.47124], [-2.50250, -1.29177, -0.93655], [2.08657, -3.35423, -2.55731], [1.14022, -2.47371, -1.84046], [0.02596, -2.75794, -1.42100], [1.74360, -4.38727, -2.55402], [3.07749, -3.26193, -2.11214], [2.17117, -2.98947, -3.58419]], "lowdin_spin": [1.591, 0.001, 0.011, 0.071, 0.004, 0.001, 0.001, -0.001, 0.001, 0.000, 0.000, 0.000, 0.000, 0.000, 0.000, 0.004, 0.024, 0.004, 0.051, 0.023, 0.000, 0.001, 0.000, 0.001, 0.000, 0.001, 0.001, 0.013, 0.005, 0.005, 0.081, 0.000, 0.000, 0.000, 0.001, 0.000, 0.000, 0.000, 0.001, 0.001, -0.004, 0.008, 0.098, -0.001, 0.000, 0.000]}

---

Number 1: calculated total energy -92599.455 eV. Number 2: calculated total energy -78509.663 eV. Number 3: calculated total energy -29985.078 eV.